No. 1
The following is a DFT calculation (the ωB97M-V functional and the def2-TZVPD basis) of a structure of composition C15H24N4O6Pd.

For the total energy, the calculation gives -1384.39091 Eh. Its total charge is -2. The HOMO energy is 0.2 eV.

Each line ends with the natural charge from an NBO analysis.
Element x y z (Å)
Pd -1.1445 -0.7797 -0.1615  -0.11
O 1.0109 3.1390 -0.0134  -0.74
C 0.2861 2.4538 -0.7420  0.82
O 0.6576 1.6409 -1.6441  -0.86
C -1.2375 2.7403 -0.6718  -0.35
C -2.1123 1.8769 -1.5844  0.09
C -3.4521 2.5862 -1.8570  -0.43
C -4.1947 2.3763 -0.5098  -0.43
C -3.1200 1.6364 0.3014  0.09
O -2.5538 0.8004 -0.7296  -0.54
C -1.9957 2.6229 0.6882  -0.33
C -1.2848 2.1683 1.9955  0.79
O -1.5613 2.8611 3.0016  -0.79
O -0.5940 1.1269 1.9429  -0.81
H -1.2997 3.7820 -1.0040  0.20
H -1.5920 1.4673 -2.4437  0.23
H -3.9831 2.1057 -2.6811  0.19
H -3.3097 3.6390 -2.1067  0.19
H -5.0777 1.7473 -0.6420  0.19
H -4.4977 3.3080 -0.0312  0.20
H -3.4768 1.0066 1.1120  0.21
H -2.4542 3.5809 0.9355  0.20
N 2.8648 0.3164 -2.6631  -0.88
C 2.2948 -0.9036 -2.9007  0.77
N 0.9239 -0.8771 -2.9506  -0.87
O 2.9569 -1.9309 -3.0822  -0.74
H 2.2633 1.0222 -2.2114  0.45
H 3.8342 0.2683 -2.4051  0.37
H 0.4746 -0.1142 -2.4344  0.45
H 0.4995 -1.7773 -2.7903  0.39
C 1.0296 -3.0715 0.1938  -0.25
C 2.2339 -3.5658 1.0371  -0.25
N 2.5740 -2.5974 2.0818  -0.43
C 2.8398 -1.3003 1.4414  -0.25
C 1.5884 -0.7853 0.6880  -0.29
N 0.5141 -1.8122 0.7473  -0.44
C 0.1582 -2.0076 2.1683  -0.28
C 1.4150 -2.4402 2.9667  -0.25
H 0.2130 -3.7955 0.1879  0.19
H 1.3242 -2.8856 -0.8394  0.22
H 3.1142 -3.7122 0.4060  0.19
H 2.0105 -4.5205 1.5248  0.17
H 3.6871 -1.4316 0.7626  0.19
H 3.1403 -0.5942 2.2190  0.19
H 1.8045 -0.5903 -0.3590  0.22
H 1.1831 0.1291 1.1202  0.28
H -0.6270 -2.7651 2.2089  0.19
H -0.2488 -1.0603 2.5232  0.27
H 1.2520 -3.3924 3.4831  0.17
H 1.6686 -1.6915 3.7209  0.20



No. 2
The following is a DFT calculation (the ωB97M-V functional and the def2-TZVPD basis) of a cluster of 2 separate species, C20H21O6S2 in total.

For the total energy, the calculation gives -2022.50908 Eh. Its total charge is -1. The HOMO energy is -3.4 eV.

Each line ends with the natural charge from an NBO analysis.
Element x y z (Å)
C -0.1076 -1.8903 1.0022  -0.60
C -0.1658 -0.4077 1.0422  -0.41
C 1.1550 0.2489 1.0486  0.53
C 1.2901 1.7457 1.0057  -0.73
O 2.1900 -0.4393 1.0972  -0.71
C -1.4131 0.3352 0.9953  0.51
C -2.7593 -0.3710 0.9838  -0.70
O -1.4719 1.5820 0.9637  -0.72
H -1.0926 -2.3645 0.9895  0.18
H 0.4468 -2.2274 0.1090  0.20
H 0.4463 -2.2730 1.8739  0.18
H 0.3090 2.2250 0.9928  0.27
H 1.8677 2.0729 1.8795  0.20
H 1.8613 2.0301 0.1124  0.20
H -2.7100 -1.4582 0.9779  0.19
H -3.3258 -0.0432 1.8654  0.21
H -3.3208 -0.0355 0.1022  0.21
C -5.3964 -2.0169 6.9849  -0.20
C -4.6927 -1.9339 8.1898  -0.22
C -3.3812 -1.4562 8.1989  -0.16
C -2.7912 -1.0608 7.0046  -0.33
S -1.1003 -0.4200 7.0041  2.17
C -0.1680 -1.6307 6.0289  -0.64
C 0.4124 -1.2479 4.8779  -0.22
S -0.1899 -3.3650 6.5181  2.16
C -0.9866 -4.2057 5.1295  -0.25
C -2.3690 -4.3907 5.1259  -0.21
C -2.9961 -5.0089 4.0427  -0.22
C -2.2281 -5.4749 2.9709  -0.19
C -0.8398 -5.2990 2.9762  -0.20
C -0.2213 -4.6674 4.0565  -0.21
O 1.1718 -3.8320 6.5799  -0.92
O -1.0902 -3.5160 7.6407  -0.93
O -1.1276 0.8118 6.2501  -0.92
O -0.6336 -0.4589 8.3659  -0.92
C -3.4886 -1.1230 5.8008  -0.13
C -4.7918 -1.6222 5.7864  -0.24
H -6.4207 -2.3931 6.9754  0.21
H -5.1497 -2.2404 9.1319  0.22
H -2.8101 -1.3995 9.1198  0.25
H 0.9647 -1.9665 4.2861  0.23
H 0.3872 -0.2083 4.5780  0.26
H -2.9555 -4.0392 5.9700  0.24
H -4.0831 -5.1253 4.0500  0.22
H -2.7112 -5.9784 2.1308  0.22
H -0.2266 -5.6566 2.1449  0.23
H 0.8568 -4.5359 4.0786  0.24
H -2.9961 -0.8050 4.8857  0.24
H -5.3247 -1.6974 4.8366  0.22



Question: Among the records above, which one has the lowest total charge?
Answer: C15H24N4O6Pd